Formula: C18H23IIrN4OS2Si
Source: OMol25
Level of theory: ωB97M-V with the def2-TZVPD basis set

CARTESIAN COORDINATES (ANGSTROEM)
C 2.075 0.789 1.750
H -4.422 2.355 -3.160
H 2.047 0.257 2.699
H -2.003 2.057 -2.700
C 2.608 1.559 -1.242
Si 1.950 0.195 -0.193
C -4.162 -0.241 0.505
H 2.190 -1.774 -1.578
O 1.655 -1.718 3.758
H 3.672 1.358 -1.404
N -1.937 -0.179 0.757
N -0.357 2.241 0.741
H 0.900 7.615 -1.832
C -2.601 2.727 -2.094
H 1.923 8.099 0.364
H 3.084 0.455 1.385
C 0.923 4.919 0.945
C -2.025 3.442 -1.050
H 3.708 -1.372 -0.787
H 2.137 1.867 1.869
C -3.038 0.572 0.621
S -0.337 3.072 -0.673
C 1.489 6.167 1.176
I -6.114 0.355 0.275
C 0.904 6.860 -1.058
C 2.629 -1.452 -0.630
H -1.671 -2.197 0.822
N -2.351 -1.459 0.694
H -2.288 4.879 0.539
C -3.676 -1.535 0.546
H -4.705 5.143 0.083
H -0.969 2.691 1.420
C 0.333 5.624 -1.305
C -3.955 2.893 -2.347
H 2.423 -2.218 0.113
N 0.305 -1.537 1.645
H 2.131 1.564 -2.224
H 1.938 6.382 2.135
H -0.121 5.412 -2.265
C 0.342 4.673 -0.288
H 0.933 4.161 1.717
C -2.761 4.316 -0.256
H -2.984 1.646 0.607
C -4.113 4.465 -0.518
C -4.705 3.754 -1.557
H -4.183 -2.484 0.478
H 2.509 2.548 -0.797
Ir 0.061 0.287 1.046
C 1.478 7.131 0.180
H -5.760 3.882 -1.758
S 0.865 -2.387 2.750

- multiplicity = 2
- LUMO (spin up / spin down) (eV) = -6.86 / -8.36
- <S²> = 0.76
- gap between HOMO and LUMO (spin up / spin down) (eV) = 7.45 / 5.95
- charge = +2

How is the electron density shared among the atoms? According to natural (NBO), the charges in e are: atom 1 (C): -1.005, atom 2 (H): 0.246, atom 3 (H): 0.324, atom 4 (H): 0.236, atom 5 (C): -1.190, atom 6 (Si): 1.686, atom 7 (C): -0.293, atom 8 (H): 0.290, atom 9 (O): -0.847, atom 10 (H): 0.287, atom 11 (N): -0.360, atom 12 (N): -1.083, atom 13 (H): 0.246, atom 14 (C): -0.224, atom 15 (H): 0.246, atom 16 (H): 0.272, atom 17 (C): -0.256, atom 18 (C): -0.206, atom 19 (H): 0.284, atom 20 (H): 0.274, atom 21 (C): -0.012, atom 22 (S): 1.097, atom 23 (C): -0.174, atom 24 (I): 0.286, atom 25 (C): -0.177, atom 26 (C): -1.187, atom 27 (H): 0.454, atom 28 (N): -0.297, atom 29 (H): 0.239, atom 30 (C): 0.010, atom 31 (H): 0.248, atom 32 (H): 0.396, atom 33 (C): -0.225, atom 34 (C): -0.184, atom 35 (H): 0.273, atom 36 (N): -1.036, atom 37 (H): 0.286, atom 38 (H): 0.241, atom 39 (H): 0.235, atom 40 (C): -0.192, atom 41 (H): 0.228, atom 42 (C): -0.231, atom 43 (H): 0.239, atom 44 (C): -0.190, atom 45 (C): -0.151, atom 46 (H): 0.265, atom 47 (H): 0.265, atom 48 (Ir): 0.767, atom 49 (C): -0.164, atom 50 (H): 0.246, atom 51 (S): 1.515

***

Formula: C18H23IrN2O6SSeSi
Source: OMol25
Level of theory: ωB97M-V with the def2-TZVPD basis set

CARTESIAN COORDINATES (ANGSTROEM)
H 3.741 0.726 -1.558
O -0.907 0.643 -0.846
H 5.206 0.400 -0.619
N -1.278 -1.349 1.390
H -3.609 -3.309 0.018
S 1.418 -1.102 -3.095
O 1.138 -2.487 -3.348
C -2.493 -2.465 3.096
C 4.312 1.027 -0.678
C -1.534 1.657 -5.045
C -3.030 -2.835 0.798
C -3.924 1.794 1.932
Si 3.277 0.890 0.859
H -2.099 1.987 -2.981
C -0.680 0.985 -5.916
H -3.769 2.219 2.922
Se 1.436 2.239 0.687
C -1.450 1.466 -3.671
O 2.774 -0.648 -3.204
H -0.888 -0.923 4.617
H -2.271 2.341 -5.446
H -0.765 1.154 -6.981
H -1.792 -1.705 -0.563
H -4.789 1.137 1.927
C 2.749 -0.892 1.173
H -2.650 -2.645 4.152
H 4.631 2.063 -0.814
H 0.809 0.476 3.668
H 2.146 -1.294 0.355
H 0.953 -0.420 -6.109
C -3.291 -3.072 2.137
C -0.185 0.192 -1.802
C -2.020 -1.953 0.463
H 2.193 -0.986 2.110
C 4.282 1.460 2.338
Ir -0.163 0.420 0.994
H 5.283 1.021 2.340
C -1.594 1.586 1.667
O 0.110 0.106 3.115
H 3.788 1.185 3.274
C 0.351 -0.075 -4.074
H 4.384 2.546 2.328
O -1.472 2.676 2.148
H 3.639 -1.523 1.267
N 0.779 -0.668 -1.641
H -4.064 2.606 1.220
H -4.096 -3.730 2.435
H 0.346 -1.855 3.744
C 0.284 0.102 -5.439
C -0.491 0.585 -3.204
C -0.442 -1.102 3.638
O -2.809 0.981 1.545
C -1.475 -1.631 2.678

- LUMO (eV) = -0.52
- gap between HOMO and LUMO (eV) = 6.71

How is the electron density shared among the atoms? According to natural (NBO), the charges in e are: atom 1 (H): 0.273, atom 2 (O): -0.638, atom 3 (H): 0.232, atom 4 (N): -0.466, atom 5 (H): 0.237, atom 6 (S): 2.309, atom 7 (O): -0.931, atom 8 (C): -0.240, atom 9 (C): -1.145, atom 10 (C): -0.204, atom 11 (C): -0.245, atom 12 (C): -0.260, atom 13 (Si): 1.442, atom 14 (H): 0.233, atom 15 (C): -0.192, atom 16 (H): 0.195, atom 17 (Se): -0.539, atom 18 (C): -0.179, atom 19 (O): -0.931, atom 20 (H): 0.204, atom 21 (H): 0.219, atom 22 (H): 0.220, atom 23 (H): 0.234, atom 24 (H): 0.187, atom 25 (C): -1.152, atom 26 (H): 0.229, atom 27 (H): 0.239, atom 28 (H): 0.529, atom 29 (H): 0.261, atom 30 (H): 0.234, atom 31 (C): -0.134, atom 32 (C): 0.606, atom 33 (C): 0.099, atom 34 (H): 0.205, atom 35 (C): -1.125, atom 36 (Ir): 0.839, atom 37 (H): 0.231, atom 38 (C): 0.723, atom 39 (O): -0.686, atom 40 (H): 0.218, atom 41 (C): -0.321, atom 42 (H): 0.244, atom 43 (O): -0.607, atom 44 (H): 0.248, atom 45 (N): -0.847, atom 46 (H): 0.192, atom 47 (H): 0.229, atom 48 (H): 0.205, atom 49 (C): -0.171, atom 50 (C): -0.064, atom 51 (C): -0.095, atom 52 (O): -0.561, atom 53 (C): 0.217

***

Formula: C18H23N3O3
Source: OMol25
Level of theory: ωB97M-V with the def2-TZVPD basis set

CARTESIAN COORDINATES (ANGSTROEM)
O 1.812 2.211 -1.056
H 1.636 -0.707 -4.765
C 0.239 -0.342 1.075
H 3.702 2.336 -0.227
N 1.476 1.949 1.702
C 2.894 2.988 -0.596
H 3.301 3.589 -1.424
H 2.786 0.410 -1.279
H 3.070 4.741 0.651
C 2.237 3.171 1.858
H 2.087 -2.295 -4.146
H 0.425 -3.204 0.471
H 3.217 2.922 2.273
H 0.173 0.516 -1.539
H 0.122 -1.472 -2.916
H 2.790 1.469 -2.715
N -1.816 0.574 0.874
H 0.501 0.979 -3.207
H 1.411 4.283 0.217
C -3.980 -4.833 -0.804
H 3.020 -0.873 -3.683
C 2.111 0.752 1.600
C 2.180 1.118 -1.868
H -3.660 -5.423 0.061
C 0.093 2.089 1.514
H 3.177 0.765 1.790
H 1.697 3.817 2.557
C 2.387 3.902 0.518
O -4.042 -3.461 -0.503
C -0.536 -2.723 0.384
C -1.937 -0.747 0.553
C -0.665 -1.368 0.671
O -0.463 3.167 1.637
H 1.505 -1.554 -1.829
N 1.575 -0.380 1.316
C -1.648 -3.434 -0.008
C -0.507 0.832 1.185
H -4.995 -5.119 -1.077
C 2.018 -1.239 -3.897
C -3.055 -1.464 0.161
H -1.542 -4.484 -0.229
H -4.027 -1.007 0.067
C 0.900 0.437 -2.348
H -3.312 -5.032 -1.648
C 1.099 -1.035 -2.699
H -2.546 1.266 0.871
C -2.903 -2.816 -0.120

- SMILES = CCCCOCCCn1cnc2c([nH]c3cc(OC)ccc32)c1=O
- LUMO (eV) = 0.70
- gap between HOMO and LUMO (eV) = 8.37

How is the electron density shared among the atoms? According to natural (NBO), the charges in e are: atom 1 (O): -0.557, atom 2 (H): 0.200, atom 3 (C): 0.116, atom 4 (H): 0.157, atom 5 (N): -0.406, atom 6 (C): -0.060, atom 7 (H): 0.176, atom 8 (H): 0.165, atom 9 (H): 0.215, atom 10 (C): -0.209, atom 11 (H): 0.209, atom 12 (H): 0.224, atom 13 (H): 0.200, atom 14 (H): 0.218, atom 15 (H): 0.205, atom 16 (H): 0.164, atom 17 (N): -0.523, atom 18 (H): 0.199, atom 19 (H): 0.240, atom 20 (C): -0.252, atom 21 (H): 0.198, atom 22 (C): 0.289, atom 23 (C): -0.059, atom 24 (H): 0.176, atom 25 (C): 0.617, atom 26 (H): 0.184, atom 27 (H): 0.237, atom 28 (C): -0.434, atom 29 (O): -0.493, atom 30 (C): -0.150, atom 31 (C): 0.174, atom 32 (C): -0.093, atom 33 (O): -0.637, atom 34 (H): 0.200, atom 35 (N): -0.466, atom 36 (C): -0.332, atom 37 (C): 0.045, atom 38 (H): 0.200, atom 39 (C): -0.607, atom 40 (C): -0.296, atom 41 (H): 0.219, atom 42 (H): 0.225, atom 43 (C): -0.416, atom 44 (H): 0.176, atom 45 (C): -0.392, atom 46 (H): 0.428, atom 47 (C): 0.324

***

Formula: C18H23N3O4
Source: OMol25
Level of theory: ωB97M-V with the def2-TZVPD basis set

CARTESIAN COORDINATES (ANGSTROEM)
H 2.605 -5.333 -1.561
H 3.323 0.461 5.048
H -1.827 4.836 -0.930
H 2.708 -3.255 -0.916
N -5.289 1.185 -1.473
C -4.736 0.115 -2.193
H 1.308 2.017 4.745
C -3.034 1.332 -1.145
C 0.659 1.245 -0.703
C 1.513 2.068 3.678
H 4.386 1.391 2.047
H 0.841 1.394 3.145
O 2.652 1.992 1.180
N 0.903 -4.215 -1.074
H -1.698 2.924 1.092
H -0.124 3.973 -1.110
H -0.980 -5.118 -1.207
H 1.918 -0.013 -1.879
C 1.812 0.851 -1.230
C -1.142 4.016 -0.716
O -5.389 -0.668 -2.842
H 1.150 -5.718 -2.501
O -4.576 3.047 -0.259
H -0.809 -3.910 0.088
H 1.336 3.083 3.320
C 1.525 -5.449 -1.511
O 1.149 -2.054 -0.416
H -6.179 1.059 -1.013
C 3.747 1.323 4.528
H -0.944 -3.382 -1.594
H 3.823 2.160 5.225
N 2.891 1.690 3.417
H 4.743 1.067 4.172
H -0.145 -0.913 -2.257
C -0.955 -0.274 -1.926
C -1.762 1.652 -0.785
C 1.621 -3.112 -0.785
H -2.448 -1.461 -2.943
C -3.256 0.197 -1.918
C -0.544 -4.158 -0.941
H 1.285 -6.249 -0.808
C -1.559 2.911 0.010
C -0.675 0.839 -1.158
H 2.710 1.404 -0.997
C -4.350 2.017 -0.850
C -2.233 -0.604 -2.315
H 0.714 1.946 0.121
C 3.330 1.693 2.144

- SMILES = C=Cc1ccc2c(c1C=C)C(=O)NC2=O.CN(C)C=O.CN(C)C=O
- LUMO (eV) = 0.02
- gap between HOMO and LUMO (eV) = 7.40

How is the electron density shared among the atoms? According to natural (NBO), the charges in e are: atom 1 (H): 0.212, atom 2 (H): 0.196, atom 3 (H): 0.216, atom 4 (H): 0.106, atom 5 (N): -0.665, atom 6 (C): 0.683, atom 7 (H): 0.204, atom 8 (C): -0.094, atom 9 (C): -0.267, atom 10 (C): -0.419, atom 11 (H): 0.106, atom 12 (H): 0.217, atom 13 (O): -0.637, atom 14 (N): -0.429, atom 15 (H): 0.212, atom 16 (H): 0.209, atom 17 (H): 0.205, atom 18 (H): 0.185, atom 19 (C): -0.314, atom 20 (C): -0.419, atom 21 (O): -0.545, atom 22 (H): 0.197, atom 23 (O): -0.538, atom 24 (H): 0.217, atom 25 (H): 0.216, atom 26 (C): -0.398, atom 27 (O): -0.625, atom 28 (H): 0.419, atom 29 (C): -0.398, atom 30 (H): 0.213, atom 31 (H): 0.196, atom 32 (N): -0.427, atom 33 (H): 0.211, atom 34 (H): 0.222, atom 35 (C): -0.190, atom 36 (C): -0.055, atom 37 (C): 0.528, atom 38 (H): 0.225, atom 39 (C): -0.149, atom 40 (C): -0.416, atom 41 (H): 0.196, atom 42 (C): -0.153, atom 43 (C): 0.057, atom 44 (H): 0.219, atom 45 (C): 0.679, atom 46 (C): -0.181, atom 47 (H): 0.235, atom 48 (C): 0.539

***

Formula: C18H23N3O4
Source: OMol25
Level of theory: ωB97M-V with the def2-TZVPD basis set

CARTESIAN COORDINATES (ANGSTROEM)
C 0.066 -2.097 -3.468
H -2.007 1.224 3.452
O 1.684 3.726 2.847
H -0.712 -0.063 -3.449
C -0.543 2.068 1.203
C 0.946 -1.535 -0.910
H 1.427 1.495 1.995
H 1.340 4.259 2.089
O 0.172 4.300 0.782
H -0.253 3.481 3.545
O 0.551 2.020 -2.759
H 2.783 -4.840 -2.324
C -1.969 2.524 1.628
C 0.330 1.879 -1.588
C 1.852 -5.368 -2.623
N 0.200 3.064 -0.986
C 0.031 3.173 0.361
H 1.125 3.226 5.470
H 2.176 -6.139 -3.338
H -2.580 2.564 0.708
N -0.029 0.688 -0.951
H -1.851 3.520 2.021
H -0.846 -4.465 -4.505
C 0.644 2.892 3.385
H 0.653 -4.742 -5.324
C 1.073 2.390 4.729
N 0.883 -4.442 -3.215
C 0.728 -3.108 -2.740
H -0.211 -2.283 -4.502
H 1.290 -1.278 0.091
O -0.934 -0.251 0.895
H 0.108 0.850 2.894
C -0.555 0.768 0.344
H 1.587 -3.531 -0.769
C 0.438 1.761 2.354
H 0.728 3.786 -1.413
H 1.437 -5.836 -1.780
C -2.570 1.677 2.686
H -4.579 1.863 1.877
H -4.397 0.821 3.411
H -0.098 -6.000 -4.257
C 1.137 -2.799 -1.438
C -0.198 -0.837 -2.894
H 0.413 1.633 5.158
C -3.913 1.455 2.673
C 0.109 -4.931 -4.379
H 2.058 1.969 4.606
C 0.277 -0.530 -1.594

- SMILES = C=CC[C@]1(C[C@@H](C)O)C(=O)NC(=O)N(c2ccc(N(C)C)cc2)C1=O
- LUMO (eV) = 0.62
- gap between HOMO and LUMO (eV) = 8.40

How is the electron density shared among the atoms? According to natural (NBO), the charges in e are: atom 1 (C): -0.273, atom 2 (H): 0.209, atom 3 (O): -0.761, atom 4 (H): 0.232, atom 5 (C): -0.209, atom 6 (C): -0.169, atom 7 (H): 0.232, atom 8 (H): 0.499, atom 9 (O): -0.624, atom 10 (H): 0.168, atom 11 (O): -0.587, atom 12 (H): 0.205, atom 13 (C): -0.427, atom 14 (C): 0.793, atom 15 (C): -0.403, atom 16 (N): -0.617, atom 17 (C): 0.721, atom 18 (H): 0.223, atom 19 (H): 0.207, atom 20 (H): 0.227, atom 21 (N): -0.504, atom 22 (H): 0.245, atom 23 (H): 0.208, atom 24 (C): 0.088, atom 25 (H): 0.185, atom 26 (C): -0.618, atom 27 (N): -0.429, atom 28 (C): 0.203, atom 29 (H): 0.218, atom 30 (H): 0.216, atom 31 (O): -0.561, atom 32 (H): 0.237, atom 33 (C): 0.705, atom 34 (H): 0.221, atom 35 (C): -0.421, atom 36 (H): 0.438, atom 37 (H): 0.188, atom 38 (C): -0.184, atom 39 (H): 0.190, atom 40 (H): 0.201, atom 41 (H): 0.204, atom 42 (C): -0.285, atom 43 (C): -0.181, atom 44 (H): 0.209, atom 45 (C): -0.374, atom 46 (C): -0.405, atom 47 (H): 0.215, atom 48 (C): 0.144

***

Per-record E_tot, Ha: -2481.26255 -4454.16812 -1089.71974 -1164.80512 -1164.91392
Per-record energy relative to the best compared isomer or geometry (same formula, charge and spin), eV: 0.000 0.896 2.240 6.045 3.084